24
Properties=species:S:1:pos:R:3 method="wB97M-V/def2-TZVPD" total_charge=+1 fmax_ev_per_a=1.916 homo_ev=-12.31 orbital_gap_ev=9.3 e_above_lowest_kj_mol=35.78 mol_weight_g_mol=138.26 total_energy_ev=-19810.9646
H 1.71026 1.80449 -1.41090
H 1.93487 -0.33467 -0.84186
H -1.86502 -1.16383 2.86703
H 0.70885 -1.60966 -2.49344
H 0.31124 1.10921 0.71964
H -0.12681 -1.91946 -1.09808
H 0.40332 3.54389 1.37573
N 0.14035 -1.17394 -1.76636
H -0.70683 -0.75812 -2.14902
C -2.21194 -1.68709 1.97908
H 1.39437 -1.38187 1.20750
C 0.38696 -0.98512 1.30671
O 0.54568 3.05124 0.56509
H 0.06450 1.83628 -1.88582
H -2.82416 -1.10677 1.30274
C 0.94393 1.19506 -1.89166
H 1.27099 0.92442 -2.89654
C 0.90424 -0.07262 -1.04431
H 0.92693 3.66405 -0.07576
H -2.88959 -2.44996 2.36490
H -0.92407 0.24546 0.12752
S -0.73681 -2.36666 1.21268
C 0.16106 0.12163 0.25569
H 0.47770 -0.48595 2.26944

---

159
Properties=species:S:1:pos:R:3 method="wB97M-V/def2-TZVPD" total_charge=0 fmax_ev_per_a=2.522 homo_ev=-9.50 orbital_gap_ev=9.3 mol_weight_g_mol=1382.96 total_energy_ev=-155288.1065
H -3.25110 -0.00448 3.29506
O 0.91237 -8.45114 0.10516
O 0.62251 -1.40703 7.67906
H -3.39760 1.27804 1.26197
H 2.76363 -2.37742 -0.43509
O 3.87326 -3.62288 -3.18870
O -2.05277 -2.68758 0.83565
H 5.85976 2.37144 -0.82970
Si 4.85257 -4.57452 3.83121
H 6.02524 -2.11556 1.82795
H 6.42174 -4.57954 -4.79657
H -4.58110 0.17470 0.54315
C 2.71879 -2.57741 -1.50310
B 3.02922 -4.15279 4.49436
O 7.84997 -4.93193 -3.31327
C -9.26358 4.86430 -3.62606
H 6.93910 -3.88065 0.45803
O -5.64160 2.72181 5.57230
C -7.36177 6.15765 4.32485
C -2.56203 -3.33306 -3.81780
H 2.65395 -2.66500 2.69124
O -0.53999 -7.58490 1.55220
O -3.50743 -1.77998 2.25587
H -4.64099 6.96868 5.64752
H 8.97582 2.87574 -3.37297
H -7.48333 3.58852 5.92251
H -1.65460 -5.61308 -0.11663
C -8.86089 2.67937 -4.02198
O 9.93313 3.79059 -1.75740
C 1.85958 -3.36375 2.66927
O 0.29140 -3.42340 6.80532
C -1.47699 -2.75008 -4.68697
C 8.29890 -3.51875 -5.07026
H -3.08518 -2.57462 -3.23353
C -5.60134 2.35163 4.28364
C 3.04180 3.91167 7.69903
C -2.67474 -1.77225 1.19949
O 1.84497 -4.16646 3.81737
C 0.61097 -2.58131 2.59189
C 5.86400 1.68231 -1.67668
C -7.58182 1.59777 5.05328
H 2.08634 -3.52819 5.97599
O 11.54346 4.96788 -0.77307
H 0.45889 0.39656 6.68686
H -4.97014 2.50145 -2.96665
O -0.16185 3.26849 6.85012
H -5.68228 3.57412 -4.17965
C -4.98633 2.74985 -4.02200
C -5.21429 6.67368 4.77565
C -0.02575 -0.13361 7.49909
H 2.60277 -4.68500 -1.89792
H 0.03936 0.46610 8.40059
H -11.06328 3.92646 -2.83091
O -3.90141 -1.81250 -6.49128
C 10.45507 4.37855 -3.91495
O -6.34130 5.86216 5.15251
H -8.99104 5.43296 -4.51614
H 6.40452 0.78412 -1.39619
H -5.28566 8.25615 3.27862
H 4.41389 0.44355 -2.71671
O 0.29055 -6.32273 -0.08071
O 1.68071 4.33374 7.49881
H -1.69885 -1.74818 -5.01929
C -3.20794 0.58245 -8.76310
C -0.07431 -2.32828 6.99355
H -11.27144 4.63212 -4.44139
H -1.48550 -0.65958 -9.25173
H 8.47504 4.53316 -3.02334
H 3.49339 3.13313 5.71285
C -0.95065 -6.23678 1.84949
O -10.14595 2.87544 -4.35618
H 8.13490 -2.50061 -5.40695
H 8.50211 -4.14926 -5.93784
C 7.16833 -4.04570 -4.21972
C -3.52139 2.69982 -5.74010
O 5.70958 3.59984 -4.45080
H 5.30868 -5.88620 4.33792
O -2.64735 -0.56168 0.60871
O 3.53086 -1.63461 -2.24094
O -4.08617 -0.40993 -8.19789
H -2.06478 -0.66664 8.05263
H 3.73210 4.72779 7.51679
O -1.24198 -1.82916 6.55022
C 3.33460 -3.88956 -1.87182
H -1.25447 -3.36962 -5.55574
C 9.32481 3.85159 -3.06074
O 4.29688 2.45603 -3.16897
C -3.69764 0.24017 1.18068
H -4.57229 6.09737 4.10846
O -1.80689 -4.17248 -2.92310
H -7.05600 2.28904 7.04747
O -0.33490 -2.76457 -3.80328
C -3.41050 -1.06837 -7.25180
O 9.90517 -4.93891 -2.46076
H 7.48326 -3.74051 2.76868
C 9.13619 -4.53298 -3.23265
O -2.63576 2.99343 -6.44370
H -3.37657 1.52800 -8.25693
H -6.15335 8.64133 4.77374
H 3.71344 1.43781 -1.43712
H 4.15568 -4.17922 -1.21159
H 3.15736 3.57259 8.72928
C 0.28662 -7.54630 0.48593
H -7.45474 0.57063 5.39989
O 11.21712 5.14681 -2.96720
O 5.04706 -4.47506 2.14796
O 6.48643 2.33122 -2.79926
H 5.74853 -3.54779 4.42108
C -1.44132 -0.54223 7.16562
H 0.71436 -1.85080 1.84760
O 1.82275 2.30269 6.60577
H 11.08647 3.58291 -4.31417
O -8.32824 3.78342 -3.45918
C 0.99613 3.30286 6.97307
O 2.96101 -3.83225 5.77954
H 3.84800 2.00113 7.02685
C 5.51221 2.86952 -3.56482
O 4.66346 -1.76236 -4.15539
C -3.90121 -0.41816 2.52414
H -1.97605 -6.21144 2.20290
H -1.09263 0.77234 -8.28564
C 4.47735 1.39658 -2.20719
O -4.51930 1.86845 -6.09189
C 4.08150 -2.28998 -3.28046
H 1.70197 -2.49409 -1.83271
H 0.41552 -2.06582 3.48871
C 10.95960 4.66553 -1.73232
H -4.92935 -0.36539 2.86334
H -8.62910 1.76710 4.82983
O 0.25621 -4.07041 -2.10132
H -9.24989 5.52571 -2.76662
O -8.27905 1.68315 -4.19415
C -0.55173 -3.70635 -2.86931
C -7.00777 2.61262 6.01298
Si 6.40084 -3.54536 1.78767
H -6.33634 1.45866 -5.12837
H -0.48536 -4.51114 0.61287
H -0.29756 -5.83058 2.62639
C 3.17628 2.78616 6.69674
O -6.76437 1.80433 3.88749
H -3.39460 0.70870 -9.82475
H -3.28858 -3.90929 -4.37683
H -4.91834 0.62265 -4.48456
C -5.88291 7.84117 4.08330
C -5.28429 1.56191 -4.90399
O -8.35320 5.54829 4.26977
O -2.10074 -0.75746 -7.27475
O 9.41381 -3.59374 -4.16547
H 10.11228 5.00084 -4.73454
H -0.21230 -3.17848 2.35890
O -4.67236 2.49112 3.58609
O -3.67594 3.14486 -4.48076
H -1.93043 0.14585 6.48501
H 6.67673 -3.26225 -3.64780
C -1.84234 0.01029 -8.46753
C -10.57351 4.12413 -3.78504
O -7.08554 7.23995 3.57315
H 1.92189 -3.99341 1.83178
C -0.76880 -5.54813 0.51600

---

38
Properties=species:S:1:pos:R:3 method="wB97M-V/def2-TZVPD" total_charge=0 fmax_ev_per_a=9.745 homo_ev=-10.14 orbital_gap_ev=10.0 mol_weight_g_mol=323.73 total_energy_ev=-40194.7636
O -3.68368 -1.88312 3.75696
O 2.74771 -0.96150 -0.04264
H 1.88304 0.27082 -2.85601
H 0.01169 3.55043 -3.32610
C -1.15465 -2.53201 1.10201
H 2.41793 2.98716 1.50874
O 3.61139 2.02057 -0.29554
H 0.19869 1.33820 -0.99706
H -2.32341 -4.31503 1.42892
H -0.15619 -2.15954 1.36047
H -3.19733 -1.80222 1.17226
C -0.45770 1.88172 -1.82734
C -1.64277 -3.50568 3.31197
H -0.70258 -3.51515 3.87020
H 3.70927 0.07524 -3.27992
H -0.33019 1.21242 -2.80692
B 3.15758 1.75148 -1.67381
C 2.97923 0.27961 -2.38402
F 3.61388 -2.29891 -1.85992
C 0.09418 3.42602 -2.14911
O 2.12287 4.19788 -0.39497
C -2.21689 -1.55970 1.59293
O -1.32248 -0.98313 3.99586
C 3.10748 -0.99581 -1.33107
H -2.23959 2.97095 -0.77590
S -2.29307 -1.84217 3.35077
B 1.66241 3.54975 -1.67137
C -2.02048 1.90777 -1.27205
H -2.74918 1.69051 -2.18927
H -0.59655 -4.55223 1.71556
H -2.35941 -4.18679 3.77785
H -0.61676 4.22397 -1.62398
H -1.96939 -0.51588 1.39251
H -1.19766 -2.65975 0.01645
B 2.72301 3.03978 0.35830
F -2.16335 0.78339 -0.29888
O 2.77464 2.95477 -2.49446
C -1.42171 -3.84379 1.83857

---

16
Properties=species:S:1:pos:R:3 method="wB97M-V/def2-TZVPD" total_charge=0 fmax_ev_per_a=4.417 homo_ev=-10.25 orbital_gap_ev=11.0 e_above_lowest_kj_mol=451.17 mol_weight_g_mol=120.10 total_energy_ev=-12464.4833
C -0.95657 -1.38061 0.10533
H 0.71031 -2.03217 -0.78096
H -1.98423 2.12954 -1.14478
O -0.42007 0.74502 -0.71847
H 1.94675 1.02118 -0.25711
O 1.28387 -0.80243 -0.08876
H -1.67866 2.05676 0.68115
C 2.34170 0.04601 0.18193
O -0.34881 -2.13255 -0.85327
C -0.09195 -0.23970 0.24111
C -1.74140 1.33570 -0.23426
H -0.21755 0.23404 1.31178
H 2.46267 0.25696 1.33482
O -2.13068 -1.43210 0.53498
H 3.34319 -0.29016 -0.26249
H -2.51855 0.48452 -0.05099

---

12
Properties=species:S:1:pos:R:3 method="wB97M-V/def2-TZVPD" total_charge=0 fmax_ev_per_a=2.695 homo_ev="-8.59 / -8.59" orbital_gap_ev="7.7 / 7.7" e_above_lowest_kj_mol=618.87 mol_weight_g_mol=95.10 total_energy_ev=-8797.0049
C -0.56781 -0.78521 0.58853
C -0.34528 0.68689 0.64715
H -1.00095 1.43841 1.07005
C -0.11956 -0.79467 -0.71369
N -0.60132 -1.72021 -1.56407
O -1.50435 -2.26998 -0.90059
H 1.83047 0.13746 0.76393
H 0.13399 1.34684 -1.57085
H 1.44389 1.92990 0.61072
C 0.27006 0.64882 -0.75374
H -0.67151 -1.52574 1.37769
C 1.13237 0.90749 0.44486

---

86
Properties=species:S:1:pos:R:3 method="wB97M-V/def2-TZVPD" multiplicity=2 total_charge=+2 fmax_ev_per_a=0.836 homo_ev="-13.92 / -13.94" orbital_gap_ev="6.9 / 5.8" mol_weight_g_mol=637.80 s_squared=1.0320 total_energy_ev=-102103.2525
B -2.92922 -0.79406 -0.57656
C -2.27293 -3.15329 -1.32355
H 1.92500 -1.33274 2.83822
C -1.61352 -0.02239 2.73440
C -5.17293 -2.03547 -0.17904
N -4.66423 -1.25615 -2.22318
H 2.41944 -0.88409 -2.58021
H 5.76349 0.24257 0.72349
H -3.03565 3.25109 -3.00267
N -0.54037 -1.79121 -1.04422
H 0.24897 3.68403 0.24622
C 3.84608 -2.42215 0.52367
H 5.52631 0.90252 -0.90577
H 2.91622 3.65204 -2.47030
Si 1.96353 0.59259 0.29526
C -2.66536 2.41784 -2.43045
H -0.50529 3.94230 -2.87432
C 2.17804 2.43173 3.30245
H 0.17321 0.87662 3.47436
C 1.31624 -3.30494 -1.89679
Si 2.60921 2.86260 -0.16605
C -3.39503 1.36029 -1.91864
H 3.99399 -0.11751 -2.76789
C -5.76425 -1.97811 -2.30353
N -1.91377 -1.92203 -0.97200
H 5.48996 0.31990 2.59543
H -4.68550 -0.24816 1.67688
C -0.18819 2.93573 -2.60850
H 4.94506 1.31264 3.93634
C -2.95582 0.05666 3.04923
H 2.89262 -2.76653 0.92528
H 0.58655 3.00984 -1.86569
H -6.52579 -1.24556 -4.16454
H 4.14075 2.45782 -2.03811
H 1.28448 4.95729 -0.40295
C -0.52274 0.08807 3.72300
H 2.01921 -3.12769 -1.09541
H 0.22879 2.47020 -3.50324
H 1.37209 -4.35648 -2.16935
C -1.34726 2.15871 -2.11923
H -5.91435 -2.89579 -4.23106
H -1.08095 -4.87189 -2.02345
C -6.45745 -2.18097 -3.61252
H 3.63678 -1.34898 3.24353
C -3.62862 -0.22847 1.88065
C 1.26003 4.09365 0.26711
H 2.53413 1.92870 -2.54143
C -0.07759 -2.98773 -1.50988
H 1.22321 2.67121 2.83994
H 2.47062 -0.65972 4.38490
C 4.88553 1.18840 2.84388
N -1.26214 1.00778 -1.39183
Si 3.75656 -0.80270 -0.41910
H -3.37856 0.26179 4.01757
C 4.13698 3.46342 0.69961
H 5.02386 2.83781 0.60337
H 4.26699 -3.21834 -0.09563
H 4.52977 -2.29688 1.36751
H 0.00873 -0.85272 3.80591
H 6.10402 -0.74253 -0.68975
H -7.46319 -2.56559 -3.45734
H -4.44894 1.14270 -1.95917
C -1.13757 -3.85984 -1.66157
H 3.88826 -1.86808 -2.65051
C 5.42211 0.01394 -0.28143
H 4.34614 4.41363 0.19141
H 2.02294 2.29180 4.37770
H 5.31677 2.07465 2.39042
N -2.73948 -0.48129 0.92847
N -2.55790 0.51513 -1.33329
H 2.83393 3.29614 3.17410
H -0.94514 0.30999 4.70095
H 1.44480 4.47308 1.27426
C -6.12690 -2.49829 -1.03672
N -4.30250 -1.26418 -0.89919
N -1.45806 -0.30515 1.41167
C 3.46404 -0.93388 -2.27348
Si 3.07092 0.93266 2.64579
H -5.03617 -2.24679 0.86786
H 3.97040 3.70666 1.74770
H -3.31217 -3.44117 -1.33325
C 3.07358 2.68680 -1.97860
H 1.61369 -2.72686 -2.76730
Mn -0.32085 -0.12056 -0.18159
C 2.71634 -0.76803 3.32361
H -6.97020 -3.12290 -0.79470

---

13
Properties=species:S:1:pos:R:3 method="wB97M-V/def2-TZVPD" total_charge=0 fmax_ev_per_a=1.419 homo_ev=-9.43 orbital_gap_ev=10.3 e_above_lowest_kj_mol=455.06 mol_weight_g_mol=85.11 total_energy_ev=-7794.9280
H 1.35507 1.06798 1.23179
H -2.55955 1.48032 -0.05508
C -0.23409 -1.21209 0.07262
H 0.70793 -0.86952 -1.11830
H 1.84187 1.49946 -0.42149
C 1.52765 0.67711 0.22429
C -2.06351 0.54489 0.15303
O -0.61862 0.83722 -0.94343
C 0.29330 0.04622 -0.41415
H -0.89943 -1.77038 -0.56401
N -2.06870 -0.47306 0.78750
H 0.37244 -1.78230 0.77838
H 2.34562 -0.04585 0.26885

---

14
Properties=species:S:1:pos:R:3 method="wB97M-V/def2-TZVPD" total_charge=-1 fmax_ev_per_a=2.825 homo_ev=-5.07 orbital_gap_ev=8.9 e_above_lowest_kj_mol=1.03 mol_weight_g_mol=155.09 total_energy_ev=-16505.2440
C -0.06840 -2.06522 -0.45496
C -0.49051 1.23295 0.66314
C 0.77249 -0.77662 -0.35021
H -0.02894 2.85734 -0.65837
O -0.16379 -2.91285 -1.58817
C -0.34753 -0.12766 0.20522
C 0.50037 2.30045 0.14916
O 1.93288 -0.63206 -0.75349
O 0.38061 -3.34336 -0.35238
C -1.22901 -1.36691 0.25646
H 1.38745 1.93854 -0.37174
O -1.21247 1.68686 1.50760
O -2.17150 -1.82971 0.84334
H 0.73835 3.03826 0.90440